1.
Here is 2 unconnected molecules or ions with the total composition C2H6N2O4 from the Open Molecules 2025 dataset. Energies are from wB97M-V/def2-TZVPD.

E_HOMO, eV: -10.69
Orbital gap, hartree: 0.383
Total charge: 0
LUMO energy, eV: -0.281

Last column: natural (NBO) charge in e.
Element x y z (Å)
1 C 0.04053 1.86881 -1.36126  -0.48
2 N 0.06970 1.23464 -2.70266  0.52
3 O 0.00070 1.95742 -3.68328  -0.38
4 O 0.09200 -0.02035 -2.73886  -0.39
5 H -1.02484 2.09048 -1.29847  0.24
6 H 0.59529 2.77651 -1.59876  0.23
7 H 0.47008 1.25748 -0.56762  0.25
8 C -0.06768 -1.83629 2.58605  -0.48
9 N -0.01469 -1.30906 1.22140  0.52
10 O -0.38021 -0.12863 1.15934  -0.40
11 O 0.29816 -2.04698 0.27959  -0.34
12 H 0.40868 -1.10891 3.24338  0.23
13 H 0.60577 -2.69319 2.56943  0.23
14 H -1.09352 -2.04196 2.89177  0.25

=====

2.
Here is 2 unconnected molecules or ions with the total composition C2H6N2O4 from the Open Molecules 2025 dataset. Energies are from wB97M-V/def2-TZVPD.

E_HOMO, eV: -10.90
Orbital gap, hartree: 0.389
Total charge: 0
LUMO energy, eV: -0.312

Last column: natural (NBO) charge in e.
Element x y z (Å)
1 C -1.07024 -1.32420 1.49283  -0.48
2 N -1.76277 -0.40021 2.53156  0.50
3 O -1.55839 -0.63672 3.75131  -0.36
4 O -2.54186 0.49634 2.04635  -0.38
5 H -1.06716 -0.96291 0.46445  0.25
6 H -1.48211 -2.33024 1.57249  0.23
7 H -0.02823 -1.29180 1.81104  0.23
8 C 1.79634 1.30050 -2.26365  -0.49
9 N 0.85297 0.43704 -1.50327  0.53
10 O 1.22713 0.08030 -0.38843  -0.38
11 O -0.27528 0.22020 -1.96575  -0.38
12 H 2.66661 1.66300 -1.71654  0.24
13 H 1.19658 2.08702 -2.72164  0.24
14 H 2.04637 0.66169 -3.11071  0.24

=====

Most stable to least stable, the ends of the list are 1 and 2.

=====

1.
Here is a single C4H4O molecule from the Open Molecules 2025 dataset. Energies are from wB97M-V/def2-TZVPD.

E_HOMO, eV: -9.98
Orbital gap, hartree: 0.397
Total charge: 0
LUMO energy, eV: 0.832

Last column: natural (NBO) charge in e.
Element x y z (Å)
1 C -0.14339 -0.39131 -2.12916  -0.23
2 C -0.01623 -0.49439 -0.94165  -0.01
3 C 0.16889 -0.55915 0.55685  -0.58
4 C 0.00934 0.88285 1.03182  0.45
5 O 0.67256 1.79222 0.68315  -0.48
6 H -0.36701 0.04316 -3.05715  0.24
7 H -0.73720 -1.27994 0.97332  0.24
8 H 1.08702 -0.99805 1.00671  0.27
9 H -0.67399 1.00461 1.87611  0.10

=====

2.
Here is a single C4H4O molecule from the Open Molecules 2025 dataset. Energies are from wB97M-V/def2-TZVPD.

E_HOMO (alpha / beta), eV: -7.90 / -8.05
Orbital gap (alpha / beta), hartree: 0.303 / 0.286
Total charge: 0
LUMO energy (alpha / beta), eV: 0.333 / -0.251

Last column: natural (NBO) charge in e.
Element x y z (Å)
1 C 2.48487 -0.40387 0.44540  -0.18
2 C 1.38709 -0.16997 -0.01270  -0.13
3 C 0.11111 0.06391 -0.54657  0.05
4 C -1.85527 0.32751 0.16055  -0.07
5 O -0.69952 0.97092 0.05834  -0.44
6 H 3.45697 -0.58612 0.84532  0.24
7 H -0.27110 -0.41259 -1.43550  0.20
8 H -1.85936 -0.68716 0.52998  0.16
9 H -2.75480 0.89737 -0.04481  0.17

=====

Most stable to least stable, the ends of the list are 1 and 2.

=====

1.
Here is 2 unconnected molecules or ions with the total composition C4H4PS from the Open Molecules 2025 dataset. Energies are from wB97M-V/def2-TZVPD.

E_HOMO, eV: -3.31
Orbital gap, hartree: 0.252
Total charge: -1
LUMO energy, eV: 3.544

Last column: natural (NBO) charge in e.
Element x y z (Å)
1 C -0.04266 0.67959 1.05825  -0.22
2 C -0.67231 0.76361 -0.23654  -0.40
3 C 0.90647 -0.27244 1.14903  -0.56
4 C -0.20339 -0.11785 -1.13492  -0.28
5 P 1.20170 -1.01407 -0.48339  0.52
6 S -1.34626 -0.12179 -3.57371  -0.65
7 H -0.36305 1.31185 1.88064  0.19
8 H -1.48597 1.44615 -0.43198  0.21
9 H 1.51286 -0.48117 2.01758  0.20
10 H 0.49262 -2.19388 -0.24496  -0.01

=====

2.
Here is a gas-phase ion, C4H4PS (charge -1) from the Open Molecules 2025 dataset. Energies are from wB97M-V/def2-TZVPD.

E_HOMO, eV: -2.34
Orbital gap, hartree: 0.235
Total charge: -1
LUMO energy, eV: 4.051

Last column: natural (NBO) charge in e.
Element x y z (Å)
1 S -2.67682 0.80645 -2.22341  -0.44
2 C -1.26916 0.29358 -1.41387  -0.43
3 P -0.86214 -1.44346 -1.08839  0.52
4 C 0.42629 -0.93716 0.08601  -0.63
5 C 0.53377 0.47144 0.11801  -0.20
6 C -0.33938 1.14065 -0.76414  -0.39
7 H -1.71006 -1.90664 0.06068  -0.01
8 H 0.98012 -1.70374 0.53288  0.20
9 H 1.12880 1.05922 0.77177  0.19
10 H -0.55638 2.20201 -0.81024  0.21

=====

Most stable to least stable, the ends of the list are 2 and 1.